Record 1
The following is a DFT calculation (wB97M-V/def2-TZVPD) of a molecular structure, C23H38BBr2N4O3Pd.

```
! RIJCOSX wB97M-V def2-TZVPD def2/J DEFGRID3
* xyz 1 1
Pd -0.12 0.12 0.14
Br 1.10 1.07 2.54
C 2.63 -0.04 2.19
Br 2.42 -1.01 0.54
H 2.71 -0.76 3.00
H 3.49 0.60 2.10
C 1.70 -3.30 6.01
C 0.98 -3.16 4.70
C -0.07 -2.25 4.55
C -0.75 -2.11 3.35
C -1.92 -1.16 3.29
C -0.38 -2.93 2.27
C -1.02 -2.82 0.96
O -1.48 -1.80 0.49
C 0.64 -3.89 2.41
C 1.05 -4.82 1.29
C 1.31 -3.98 3.62
H 1.50 -2.45 6.67
H 2.78 -3.36 5.86
H 1.39 -4.21 6.53
H -0.36 -1.64 5.39
H -2.07 -0.69 4.26
H -2.84 -1.67 3.01
H -1.77 -0.37 2.55
H -1.04 -3.72 0.34
H 1.36 -4.28 0.39
H 0.23 -5.49 1.00
H 1.88 -5.45 1.61
H 2.11 -4.70 3.73
C -2.16 1.71 -1.45
N -1.33 1.86 -0.20
C -2.27 2.10 0.93
N -3.09 3.27 0.71
C -3.86 3.08 -0.54
N -2.98 2.87 -1.70
C -2.11 4.05 -1.83
N -1.30 4.27 -0.62
C -0.49 3.09 -0.38
C -2.22 4.44 0.52
H -2.78 0.83 -1.33
H -1.47 1.56 -2.28
H -1.69 2.23 1.84
H -2.90 1.22 1.03
H -4.48 3.96 -0.71
H -4.51 2.21 -0.42
H -2.72 4.93 -2.01
H -1.44 3.91 -2.68
H 0.09 3.23 0.53
H 0.18 2.92 -1.21
H -2.84 5.32 0.35
H -1.63 4.60 1.43
C -1.28 -1.57 -4.72
C -0.19 -1.49 -3.69
C 0.54 -2.82 -3.55
O -0.82 -1.24 -2.37
B 0.00 -0.35 -1.76
O 1.01 0.19 -2.48
C 0.78 -0.27 -3.87
C 0.16 0.90 -4.61
C 2.13 -0.62 -4.46
H -1.91 -2.44 -4.51
H -0.85 -1.70 -5.72
H -1.91 -0.68 -4.73
H -0.18 -3.57 -3.23
H 1.33 -2.77 -2.80
H 0.98 -3.13 -4.50
H -0.81 1.17 -4.19
H 0.02 0.67 -5.67
H 0.82 1.76 -4.52
H 2.69 -1.28 -3.81
H 2.71 0.29 -4.61
H 2.00 -1.10 -5.43
*
```

Results
* E_tot: -180808.542 eV
* max |F|: 0.0121 Eh/bohr
* gap between HOMO and LUMO: 8.4 eV
* HOMO level: -0.4162 Eh
* E_LUMO: -2.9 eV
* ΔE to the lowest compared entry with this formula, charge and spin: 11.6 kcal per mole

***

Record 2
The following is a DFT calculation (wB97M-V/def2-TZVPD) of 5 unconnected molecules or ions with the total composition C23H38BF12IN2O8 in a non-equilibrium geometry.

```
! RIJCOSX wB97M-V def2-TZVPD def2/J DEFGRID3
* xyz 0 1
C 2.14 0.71 3.82
C 1.40 0.44 2.49
C -0.14 0.43 2.62
I -1.03 -0.04 0.68
B -0.82 1.71 3.31
C -0.16 3.16 3.44
N 0.82 3.52 2.37
C -2.29 1.53 3.97
C -3.39 2.00 2.96
C -4.84 1.98 3.53
N -5.49 0.68 3.18
H 3.22 0.54 3.75
H 1.76 0.03 4.60
H 2.00 1.75 4.16
H 1.71 1.14 1.71
H 1.72 -0.56 2.14
H -0.40 -0.44 3.25
H 0.29 3.32 4.43
H -1.00 3.89 3.38
H 1.66 3.80 2.83
H 0.48 4.26 1.77
H -2.39 2.20 4.85
H -2.46 0.51 4.34
H -3.09 3.01 2.62
H -3.39 1.35 2.08
H -5.44 2.80 3.10
H -4.80 2.07 4.63
H -6.32 0.85 2.63
H -5.85 0.24 4.01
C 1.91 -6.02 1.39
C 3.03 -5.84 2.38
O 4.09 -5.04 1.84
C 3.89 -3.72 1.87
O 2.92 -3.19 2.30
C 5.10 -2.99 1.31
F 5.53 -3.54 0.17
F 6.11 -3.01 2.17
F 4.82 -1.72 1.05
H 2.29 -6.42 0.45
H 1.15 -6.69 1.78
H 1.43 -5.06 1.15
H 3.48 -6.81 2.62
H 2.68 -5.41 3.32
C 1.05 0.74 -2.67
C 1.54 -0.28 -3.68
O 0.50 -0.61 -4.62
C 0.34 0.26 -5.61
O 0.96 1.26 -5.76
C -0.75 -0.23 -6.56
F -1.83 -0.66 -5.89
F -0.31 -1.24 -7.30
F -1.16 0.72 -7.38
H 0.14 0.39 -2.18
H 1.81 0.92 -1.91
H 0.81 1.69 -3.15
H 1.79 -1.21 -3.17
H 2.43 0.06 -4.20
C -3.68 -2.19 4.85
C -3.96 -3.65 5.14
O -3.65 -4.46 4.00
C -2.37 -4.76 3.83
O -1.48 -4.40 4.54
C -2.20 -5.66 2.61
F -2.90 -5.22 1.57
F -2.61 -6.90 2.87
F -0.93 -5.73 2.22
H -4.21 -1.86 3.95
H -3.99 -1.56 5.69
H -2.62 -2.01 4.67
H -5.02 -3.79 5.34
H -3.41 -3.99 6.02
C 0.11 3.87 -8.13
C 1.24 4.05 -7.14
O 2.30 4.85 -7.70
C 2.10 6.17 -7.67
O 1.13 6.71 -7.23
C 3.31 6.89 -8.25
F 3.73 6.33 -9.38
F 4.33 6.86 -7.39
F 3.04 8.16 -8.51
H 0.49 3.47 -9.07
H -0.65 3.20 -7.73
H -0.36 4.83 -8.36
H 1.68 3.09 -6.91
H 0.89 4.48 -6.20
*
```

Results
* E_tot: -85215.635 eV
* max |F|: 0.0236 Eh/bohr
* gap between HOMO and LUMO: 9.0 eV
* HOMO level: -0.3289 Eh
* SMILES string: CC[C@H](I)B(CN)CCCN.CCOC(=O)C(F)(F)F.CCOC(=O)C(F)(F)F.CCOC(=O)C(F)(F)F.CCOC(=O)C(F)(F)F
* E_LUMO: 0.1 eV

***

Record 3
The following is a DFT calculation (wB97M-V/def2-TZVPD) of 4 unconnected molecules or ions with the total composition C23H38BFIN3O15S3 in a non-equilibrium geometry.

```
! RIJCOSX wB97M-V def2-TZVPD def2/J DEFGRID3
* xyz 0 1
C 1.70 -3.18 0.70
C 0.29 -3.79 1.14
C -0.78 -3.86 -0.02
N -1.35 -2.57 -0.49
C -1.14 -1.46 0.36
C -0.11 -0.42 0.01
I 1.07 -0.63 -1.80
C 0.13 0.72 0.88
C -0.68 0.84 2.13
C -1.71 -0.12 2.51
O -2.44 0.08 3.66
C -1.94 -1.29 1.62
B -3.09 -2.36 2.01
C -2.87 -3.85 2.54
O -4.42 -1.95 1.83
C -0.18 2.13 2.81
O -0.64 2.64 3.81
N 0.96 2.60 2.06
C 2.24 2.47 2.74
O 3.03 1.63 2.38
N 2.60 3.35 3.83
C 3.26 2.64 4.90
O 4.40 2.35 4.84
F 2.58 2.31 6.07
C 1.10 1.93 0.76
O 1.78 2.26 -0.15
H 1.85 -2.14 1.08
H 1.89 -3.29 -0.40
H 2.49 -3.81 1.21
H 0.52 -4.87 1.41
H -0.09 -3.33 2.10
H -0.24 -4.32 -0.91
H -1.56 -4.63 0.27
H -1.13 -2.37 -1.47
H -2.39 1.02 3.93
H -3.70 -4.07 3.28
H -1.85 -4.02 2.99
H -3.07 -4.55 1.68
H -4.46 -0.98 1.70
H 1.73 3.76 4.23
C -1.52 1.37 -5.61
C -3.04 1.49 -5.63
O -3.64 0.64 -4.64
S -3.62 1.12 -3.11
C -4.80 -0.04 -2.50
O -4.17 2.44 -3.02
O -2.33 0.81 -2.55
H -1.11 1.78 -4.69
H -1.09 1.91 -6.45
H -1.22 0.32 -5.67
H -3.35 2.53 -5.50
H -3.41 1.16 -6.60
H -5.76 0.16 -2.96
H -4.86 0.09 -1.42
H -4.45 -1.05 -2.73
C -2.58 -2.58 -11.55
C -3.58 -1.90 -10.64
O -3.52 -2.42 -9.30
S -2.32 -1.93 -8.35
C -2.99 -2.53 -6.83
O -2.31 -0.49 -8.31
O -1.15 -2.69 -8.67
H -1.56 -2.33 -11.27
H -2.74 -2.27 -12.59
H -2.68 -3.67 -11.49
H -3.45 -0.81 -10.64
H -4.59 -2.09 -11.00
H -3.91 -2.00 -6.61
H -2.25 -2.35 -6.05
H -3.17 -3.60 -6.93
C 6.92 3.19 6.57
C 5.84 3.88 7.38
O 5.82 3.42 8.74
S 6.94 3.97 9.75
C 6.18 3.41 11.24
O 6.91 5.41 9.73
O 8.15 3.24 9.55
H 7.91 3.48 6.91
H 6.83 3.45 5.51
H 6.85 2.11 6.67
H 5.95 4.96 7.35
H 4.87 3.64 6.96
H 5.23 3.93 11.37
H 6.85 3.64 12.07
H 6.03 2.33 11.18
*
```

Results
* E_tot: -103649.314 eV
* max |F|: 0.0707 Eh/bohr
* gap between HOMO and LUMO: 7.8 eV
* HOMO level: -0.3267 Eh
* SMILES string: CCCNc1c(I)c2c(c(O)c1B(C)O)C(=O)N(C(=O)NC(=O)F)C2=O.CCOS(C)(=O)=O.CCOS(C)(=O)=O.CCOS(C)(=O)=O
* E_LUMO: -1.1 eV

***

Record 4
The following is a DFT calculation (wB97M-V/def2-TZVPD) of 6 unconnected molecules or ions with the total composition C23H38ClN2O23S5 in a non-equilibrium geometry.

```
! RIJCOSX wB97M-V def2-TZVPD def2/J DEFGRID3
* xyz 1 1
C 5.58 0.96 -0.54
C 5.17 -0.43 -0.91
C 4.60 -1.30 0.17
N 5.29 -0.82 -2.12
O 4.49 -2.00 -2.39
C 3.44 -1.66 -3.16
O 3.32 -2.00 -4.28
C 2.36 -0.85 -2.49
C 1.39 -1.41 -1.68
C 0.44 -0.61 -1.06
C -0.57 -1.28 -0.16
N 0.44 0.72 -1.24
C -0.51 1.65 -0.58
C -1.97 1.44 -0.91
C -2.76 2.45 -0.08
Cl -2.30 1.76 -2.64
C 1.39 1.28 -2.04
C 2.35 0.54 -2.68
O 3.32 1.08 -3.45
H 5.43 1.60 -1.40
H 6.62 1.02 -0.24
H 4.94 1.26 0.29
H 3.51 -1.20 0.14
H 4.91 -0.97 1.16
H 4.81 -2.35 0.01
H 1.40 -2.48 -1.53
H -0.20 -2.26 0.11
H -0.72 -0.68 0.74
H -1.49 -1.36 -0.73
H -0.26 2.65 -0.90
H -0.34 1.60 0.49
H -2.36 0.47 -0.66
H -2.57 3.47 -0.39
H -3.82 2.22 -0.14
H -2.47 2.35 0.97
H 1.37 2.35 -2.16
H 2.95 1.62 -4.16
C 0.59 5.66 3.10
C -0.08 5.37 1.78
O 0.28 4.00 1.49
S 0.39 3.18 2.88
O -0.82 2.49 3.09
O 1.65 2.52 2.89
O 0.45 4.44 3.85
H 1.66 5.86 2.97
H 0.13 6.48 3.63
H 0.27 6.03 0.99
H -1.17 5.43 1.86
C 0.20 -6.88 2.30
C 0.83 -5.67 2.97
O 0.39 -4.56 2.16
S -1.07 -4.87 1.58
O -2.04 -4.23 2.40
O -1.03 -4.65 0.18
O -1.10 -6.43 1.88
H 0.76 -7.18 1.41
H 0.11 -7.72 2.97
H 1.91 -5.72 3.00
H 0.44 -5.54 3.98
C -5.09 -0.12 -4.55
C -4.51 -0.10 -5.95
O -5.65 -0.23 -6.81
S -6.92 0.50 -6.14
O -7.04 1.80 -6.68
O -7.99 -0.41 -6.12
O -6.30 0.63 -4.66
H -5.33 -1.13 -4.23
H -4.43 0.35 -3.82
H -3.82 -0.92 -6.13
H -4.02 0.85 -6.17
C -3.11 -7.30 5.00
C -3.18 -7.67 6.47
O -2.06 -8.54 6.67
S -0.86 -8.10 5.72
O 0.04 -7.28 6.45
O -0.41 -9.23 4.99
O -1.70 -7.15 4.75
H -3.49 -8.10 4.36
H -3.63 -6.38 4.77
H -4.11 -8.19 6.72
H -3.06 -6.80 7.11
C 3.15 7.00 -1.43
C 2.31 7.76 -2.44
O 1.29 8.39 -1.65
S 1.89 8.77 -0.21
O 2.28 10.13 -0.21
O 1.02 8.25 0.79
O 3.21 7.86 -0.29
H 2.67 6.07 -1.14
H 4.16 6.80 -1.80
H 1.86 7.12 -3.19
H 2.89 8.55 -2.94
*
```

Results
* E_tot: -141226.325 eV
* max |F|: 0.0315 Eh/bohr
* gap between HOMO and LUMO: 8.7 eV
* HOMO level: -0.4695 Eh
* E_LUMO: -4.1 eV

***

Record 5
The following is a DFT calculation (wB97M-V/def2-TZVPD) of 3 unconnected molecules or ions with the total composition C23H38ClN2O8 in a non-equilibrium geometry.

```
! RIJCOSX wB97M-V def2-TZVPD def2/J DEFGRID3
* xyz 1 1
C 7.36 -0.35 1.38
C 5.91 -0.45 0.66
C 5.75 0.74 -0.41
C 4.26 1.39 -0.43
C 3.25 0.27 -0.95
C 1.71 0.75 -0.71
C 0.68 -0.41 -1.19
C 0.06 -1.26 0.06
N -1.38 -0.85 0.20
C -2.09 -1.47 1.41
C -1.28 -2.68 2.06
O -0.39 -2.59 2.92
Cl -1.73 -4.40 1.53
C -1.66 0.60 0.01
C -1.02 1.59 1.12
C -1.28 3.11 0.76
C -0.64 4.07 1.83
C 0.09 3.38 2.99
N 0.28 2.01 3.30
C -0.28 1.10 2.37
C -1.28 0.96 -1.51
O -0.32 0.05 -2.13
H 7.26 0.31 2.31
H 7.68 -1.41 1.62
H 8.09 0.11 0.63
H 5.07 -0.32 1.44
H 5.73 -1.48 0.18
H 5.91 0.35 -1.49
H 6.57 1.53 -0.23
H 3.97 1.87 0.57
H 4.28 2.25 -1.20
H 3.42 -0.07 -2.03
H 3.36 -0.69 -0.31
H 1.63 0.95 0.41
H 1.50 1.76 -1.22
H 1.34 -1.16 -1.78
H 0.06 -2.35 -0.31
H 0.70 -1.11 0.98
H -1.86 -1.32 -0.60
H -3.10 -1.90 1.05
H -2.36 -0.67 2.19
H -2.80 0.74 0.11
H -1.83 3.45 -0.17
H -0.73 5.20 1.71
H 0.58 4.11 3.73
H -0.15 -0.02 2.61
H -0.91 2.02 -1.68
H -2.26 0.85 -2.12
C -4.17 2.89 2.54
O -5.08 3.25 1.51
C -6.29 3.65 1.96
O -6.63 3.71 3.11
O -7.05 3.96 0.89
C -8.37 4.39 1.22
H -3.23 2.59 2.07
H -3.97 3.75 3.19
H -4.55 2.05 3.12
H -8.33 5.31 1.82
H -8.92 3.61 1.74
H -8.89 4.61 0.29
C 0.53 -5.75 -1.51
O 1.36 -5.38 -2.61
C 0.69 -5.20 -3.76
O -0.50 -5.31 -3.92
O 1.59 -4.86 -4.70
C 1.02 -4.63 -5.99
H 1.17 -5.87 -0.63
H -0.20 -4.96 -1.29
H 0.02 -6.69 -1.70
H 0.31 -3.80 -5.96
H 0.53 -5.53 -6.37
H 1.83 -4.37 -6.67
*
```

Results
* E_tot: -56336.994 eV
* max |F|: 0.1126 Eh/bohr
* gap between HOMO and LUMO: 8.7 eV
* HOMO level: -0.4628 Eh
* E_LUMO: -3.9 eV

***

Record 6
The following is a DFT calculation (wB97M-V/def2-TZVPD) of a molecular structure, C23H38F13Li2N5O3P2 in a non-equilibrium geometry.

```
! RIJCOSX wB97M-V def2-TZVPD def2/J DEFGRID3
* xyz 0 1
Li -2.42 -4.53 -14.67
Li -4.64 -1.15 -17.37
P -5.08 -5.00 -13.44
F -4.22 -3.81 -14.06
F -5.58 -3.89 -12.32
F -6.37 -4.68 -14.32
F -6.00 -6.20 -12.77
F -4.57 -6.04 -14.61
F -3.75 -5.47 -12.61
P -2.74 -3.39 -17.49
F -3.03 -3.70 -19.05
F -1.17 -3.65 -17.66
F -2.58 -1.83 -17.76
F -2.36 -2.94 -16.00
F -4.28 -2.98 -17.10
F -2.94 -4.94 -16.94
C 2.51 -4.53 -15.21
C 2.73 -5.56 -16.44
C 1.52 -6.61 -16.68
C 1.43 -7.67 -15.65
N 1.44 -8.56 -14.91
H 3.52 -4.23 -14.92
H 2.06 -5.01 -14.34
H 2.00 -3.59 -15.43
H 3.65 -6.11 -16.25
H 2.78 -4.91 -17.31
H 1.89 -7.11 -17.58
H 0.54 -6.30 -17.03
C -6.04 2.44 -12.93
C -4.84 1.53 -12.61
C -4.58 0.27 -13.51
C -4.61 0.51 -14.99
N -4.66 0.61 -16.13
H -6.93 1.85 -13.17
H -5.85 3.04 -13.82
H -6.34 3.09 -12.11
H -4.85 1.26 -11.55
H -3.96 2.16 -12.55
H -5.24 -0.57 -13.27
H -3.63 -0.25 -13.35
C -3.04 -10.85 -13.14
C -2.85 -9.35 -13.25
C -1.62 -8.95 -14.08
C -1.55 -7.57 -14.51
N -1.54 -6.46 -14.81
H -3.26 -11.33 -14.09
H -3.97 -11.05 -12.60
H -2.27 -11.48 -12.68
H -2.80 -9.03 -12.21
H -3.75 -8.96 -13.71
H -1.70 -9.51 -15.02
H -0.63 -9.11 -13.66
C -3.38 -1.93 -10.76
C -1.92 -1.96 -10.18
C -1.09 -3.27 -10.31
C -1.16 -3.70 -11.76
N -1.18 -4.03 -12.88
H -3.57 -2.38 -11.74
H -3.86 -0.95 -10.81
H -4.09 -2.39 -10.08
H -1.89 -1.62 -9.15
H -1.29 -1.18 -10.61
H -1.50 -4.06 -9.68
H -0.05 -3.06 -10.08
C -2.13 -8.52 -17.83
C -3.07 -8.20 -18.97
C -4.49 -7.97 -18.48
C -5.33 -9.06 -17.82
N -5.94 -9.86 -17.33
H -2.03 -7.60 -17.25
H -1.16 -8.79 -18.23
H -2.41 -9.35 -17.18
H -2.91 -9.00 -19.69
H -2.70 -7.36 -19.57
H -5.13 -7.75 -19.33
H -4.43 -7.11 -17.80
C -4.99 -4.88 -9.94
C -6.25 -4.08 -9.54
O -6.31 -4.34 -8.07
C -5.17 -4.88 -7.66
O -4.89 -5.19 -6.50
O -4.31 -5.05 -8.73
F -7.36 -4.56 -10.10
H -4.27 -4.33 -10.55
H -5.28 -5.87 -10.30
H -6.19 -3.01 -9.76
*
```

Results
* E_tot: -92389.719 eV
* max |F|: 0.1101 Eh/bohr
* gap between HOMO and LUMO: 10.2 eV
* HOMO level: -0.3938 Eh
* E_LUMO: -0.5 eV